Version P
# C3H5N2OS

An isolated ion of composition C3H5N2OS and charge +1 (ωB97M-V/def2-TZVPD, the Open Molecules 2025 dataset).

Computed properties:
spin multiplicity = 1
total charge = +1
orbital gap (spin up / spin down) = 7.941 / 7.941 eV
HOMO (spin up / spin down) = -13.76 / -13.76 eV

Last column: Mulliken charge in e.
Cartesian coordinates (Å):
1 C 2.45872 -0.59268 -0.02671  0.66
2 C -0.03042 -0.35182 0.28714  -0.51
3 C 0.12768 1.16498 -0.24258  -0.47
4 N 1.26081 -1.05922 -0.02304  -0.15
5 N 1.37570 1.61450 0.30549  0.14
6 O 1.74765 2.72715 0.21084  -0.29
7 S 3.97618 -0.52109 0.07811  -0.10
8 H -0.34923 -0.14404 1.37425  0.31
9 H -0.77433 -0.75328 -0.31920  0.41
10 H 0.13734 0.98168 -1.37013  0.30
11 H -0.85453 1.59218 0.05166  0.42
12 H 0.97616 -1.85807 -0.51128  0.29


Version Q
# C3H5N2OS

An isolated ion of composition C3H5N2OS and charge +1 (ωB97M-V/def2-TZVPD, the Open Molecules 2025 dataset).

Computed properties:
spin multiplicity = 1
total charge = +1
orbital gap = 8.172 eV
HOMO = -13.90 eV

Last column: Mulliken charge in e.
Cartesian coordinates (Å):
1 C 0.32628 -0.64828 -0.11438  0.64
2 C -1.24033 1.60906 1.03857  0.79
3 C -0.66582 0.14628 -0.86600  -0.45
4 N -0.04186 -1.77241 0.35829  -0.56
5 N 1.60809 -0.21547 -0.14460  -0.44
6 O -0.84613 1.46362 -0.10038  -0.26
7 S -1.89959 2.05981 2.36451  -0.05
8 H -0.31445 0.76104 -1.69307  0.21
9 H -1.63448 -0.23316 -0.91718  0.39
10 H 0.64330 -2.32696 0.91101  0.27
11 H 1.89912 0.03259 -1.09317  0.23
12 H 2.16587 -0.87611 0.25639  0.24


Version R
# C3H5N2OS

C3H5N2OS as an isolated structure (ωB97M-V/def2-TZVPD, the Open Molecules 2025 dataset).

Computed properties:
spin multiplicity = 1
total charge = +1
orbital gap (spin up / spin down) = 6.788 / 6.785 eV
HOMO (spin up / spin down) = -14.30 / -14.29 eV

Last column: Mulliken charge in e.
Cartesian coordinates (Å):
1 C 0.17740 1.23421 -0.41990  0.07
2 C 0.89818 0.23299 0.39869  -0.69
3 C 0.63844 -1.26705 -0.09101  -0.46
4 N -1.13412 1.24139 -0.38147  -0.10
5 N -1.94514 0.44052 -0.03963  0.52
6 O -3.01879 0.33758 0.42254  -0.34
7 S -1.09121 -1.74393 -0.07965  0.10
8 H 0.62230 1.98417 -1.17946  0.40
9 H 2.00403 0.51453 0.48508  0.36
10 H 0.73709 0.36930 1.42901  0.41
11 H 0.89650 -1.48805 -1.20029  0.37
12 H 1.21533 -1.85567 0.65608  0.36


Each structure's energy above the most stable one, in eV: version P 2.074; version Q 0.000; version R 4.038.


Version P
# C14H16IrN4OS2

C14H16IrN4OS2 as an isolated structure (ωB97M-V/def2-TZVPD, the Open Molecules 2025 dataset).

Computed properties:
spin multiplicity = 1
total charge = +1
orbital gap = 7.780 eV
HOMO = -11.07 eV

Last column: Mulliken charge in e.
Cartesian coordinates (Å):
1 Ir -0.80592 -0.79608 -0.56842  0.69
2 S -1.87828 0.94327 3.33450  -0.16
3 C -1.18261 -0.58578 3.64554  -0.43
4 C -0.76496 -1.23597 2.51861  -0.69
5 C -1.03837 -0.47728 1.35222  0.50
6 C -1.63998 0.72848 1.64606  -0.88
7 C -1.95168 1.58388 0.53443  1.47
8 C -2.55178 2.83944 0.55484  -0.89
9 C -2.73802 3.52399 -0.62697  -0.40
10 C -2.31834 2.95527 -1.82655  -0.65
11 C -1.73068 1.71256 -1.79803  -0.20
12 N -1.55400 1.04406 -0.64852  -0.24
13 H -1.11402 -0.93568 4.66374  0.49
14 H -0.30507 -2.21299 2.53191  0.43
15 H -2.86777 3.25515 1.50191  0.47
16 H -3.20932 4.49735 -0.62124  0.44
17 H -2.44872 3.46237 -2.77060  0.44
18 H -1.39517 1.21119 -2.69553  0.47
19 C 5.10860 -2.59903 -0.55895  -1.10
20 C 4.14864 -2.00807 -1.59140  -0.45
21 C 3.14989 -1.08026 -0.98428  0.19
22 N 1.87956 -1.26686 -1.00208  -0.71
23 N 1.18127 -0.25116 -0.37784  0.49
24 C 1.93691 0.66947 0.14790  0.41
25 N 1.45945 1.74834 0.82074  -0.35
26 S 3.61338 0.37564 -0.13761  -0.14
27 H 5.81805 -3.26324 -1.04860  0.34
28 H 4.56764 -3.17224 0.19357  0.33
29 H 5.68021 -1.82153 -0.04997  0.36
30 H 3.57798 -2.79113 -2.08971  0.27
31 H 4.70637 -1.47050 -2.36143  0.29
32 H 0.58120 1.59314 1.30170  0.20
33 H 2.12347 2.28251 1.35809  0.29
34 C -3.66171 -1.68035 -0.85209  -0.51
35 O -2.29104 -1.80497 -1.17028  -0.51
36 H -4.08637 -0.78446 -1.31536  0.23
37 H -3.81193 -1.63581 0.22978  0.22
38 H -4.18688 -2.55269 -1.24007  0.29


Version Q
# C14H16IrN4OS2

C14H16IrN4OS2 as an isolated structure (ωB97M-V/def2-TZVPD, the Open Molecules 2025 dataset).

Computed properties:
spin multiplicity = 1
total charge = +1
orbital gap = 7.829 eV
HOMO = -11.12 eV

Last column: Mulliken charge in e.
Cartesian coordinates (Å):
1 Ir 0.42921 -0.19703 0.38033  0.65
2 S 4.64479 0.65273 -0.54170  -0.13
3 C 4.36830 1.20961 1.05119  -0.46
4 C 3.09413 0.99230 1.49167  -0.59
5 C 2.29978 0.35743 0.49924  0.19
6 C 3.01418 0.12434 -0.65747  -0.73
7 C 2.33594 -0.57353 -1.71292  1.58
8 C 2.82707 -0.94438 -2.96097  -0.88
9 C 2.01626 -1.63642 -3.83453  -0.41
10 C 0.71710 -1.96495 -3.45865  -0.68
11 C 0.27075 -1.57760 -2.21719  -0.21
12 N 1.05670 -0.89269 -1.37263  -0.22
13 H 5.17197 1.68980 1.58739  0.49
14 H 2.74578 1.28761 2.47027  0.43
15 H 3.84059 -0.67815 -3.22834  0.47
16 H 2.38823 -1.92146 -4.80919  0.45
17 H 0.05644 -2.50854 -4.11716  0.45
18 H -0.72919 -1.79725 -1.86833  0.47
19 C -1.04812 -4.76729 4.53938  -1.14
20 C -1.43340 -4.34068 3.12378  -0.34
21 C -0.32428 -3.64589 2.40609  0.19
22 N -0.42270 -2.49558 1.85242  -0.77
23 N 0.74094 -2.07845 1.25368  0.49
24 C 1.72809 -2.93540 1.37836  0.44
25 N 2.96321 -2.78055 0.87403  -0.28
26 S 1.26513 -4.35012 2.24666  -0.18
27 H -1.89731 -5.23919 5.02971  0.35
28 H -0.74231 -3.90975 5.13842  0.33
29 H -0.22962 -5.48906 4.53345  0.36
30 H -2.27572 -3.64981 3.13595  0.27
31 H -1.73502 -5.21240 2.53838  0.27
32 H 3.23615 -1.86315 0.54850  0.20
33 H 3.69241 -3.40696 1.16695  0.24
34 C -0.06833 2.47088 -0.87417  -0.49
35 O -0.48728 1.40522 -0.04175  -0.51
36 H 0.26267 2.08922 -1.84461  0.21
37 H 0.74577 3.03091 -0.40840  0.23
38 H -0.91230 3.14090 -1.03417  0.29


Each structure's energy above the most stable one, in eV: version P 0.072; version Q 0.000.


Version P
# C3H13NO4

A 4-piece molecular cluster, C3H13NO4 overall (ωB97M-V/def2-TZVPD, the Open Molecules 2025 dataset).

Computed properties:
spin multiplicity = 1
structure (SMILES) = CNC(C)=O.O.O.O
orbital gap = 10.531 eV
HOMO = -9.78 eV

Last column: Mulliken charge in e.
Cartesian coordinates (Å):
1 C -1.66734 -1.17455 -0.43783  -1.35
2 C -0.15706 -0.99342 -0.34877  0.96
3 N 0.43926 0.00975 -1.03249  -0.12
4 C -0.23270 0.95428 -1.95214  -1.10
5 O 0.52550 -1.72768 0.41835  -0.83
6 H -2.01509 -2.12876 -0.03717  0.32
7 H -2.21335 -1.08752 -1.31724  0.47
8 H -2.26505 -0.45105 0.05053  0.29
9 H 1.42137 0.24108 -0.79231  0.41
10 H -0.65956 0.60005 -2.84707  0.34
11 H -0.93830 1.59928 -1.45343  0.31
12 H 0.60017 1.58543 -2.20737  0.39
13 H 1.96750 -0.84941 0.66076  0.34
14 H 3.23686 -1.07158 -0.06170  0.30
15 O 2.74734 -0.34443 0.35535  -0.77
16 H 1.88851 0.57842 1.83802  0.38
17 H 0.78061 -0.58472 2.09022  0.37
18 O 0.90220 0.34614 2.16100  -0.71
19 H -0.70326 1.42707 1.85700  0.29
20 H -2.14897 1.86094 1.62772  0.26
21 O -1.50861 1.21067 1.42856  -0.55


Version Q
# C3H13NO4

A 4-piece molecular cluster, C3H13NO4 overall (ωB97M-V/def2-TZVPD, the Open Molecules 2025 dataset).

Computed properties:
spin multiplicity = 1
structure (SMILES) = NCCC=O.O.O.O
orbital gap = 9.889 eV
HOMO = -9.25 eV

Last column: Mulliken charge in e.
Cartesian coordinates (Å):
1 C 0.59320 -0.18893 -0.05634  -0.84
2 C 0.10631 -1.38104 0.81356  -0.20
3 C -0.35732 -2.41842 -0.15797  -0.10
4 O -1.32363 -2.32536 -0.88376  -0.55
5 N -0.37710 0.85672 -0.29749  -0.38
6 H 0.91901 -0.55938 -1.03072  0.41
7 H 1.45705 0.31633 0.37981  0.38
8 H -0.70778 -1.08665 1.48480  0.24
9 H 0.89874 -1.80399 1.43185  0.30
10 H 0.22216 -3.35389 -0.20092  0.35
11 H -1.05819 0.61116 -1.00217  0.18
12 H -0.80657 1.35840 0.46912  0.16
13 H 1.39932 2.07559 3.01477  0.32
14 H 0.13372 1.72823 2.29953  0.29
15 O 0.71246 1.39692 2.99298  -0.62
16 H -2.51177 -0.94741 -1.06452  0.44
17 H -4.00575 -0.83371 -1.65515  0.29
18 O -3.31605 -0.41135 -1.14726  -0.67
19 H 2.13104 1.76241 -1.74439  0.31
20 H 3.22177 2.70254 -2.20466  0.31
21 O 2.66938 2.50183 -1.44106  -0.62


Version R
# C3H13NO4

A 4-piece molecular cluster, C3H13NO4 overall (ωB97M-V/def2-TZVPD, the Open Molecules 2025 dataset).

Computed properties:
spin multiplicity = 1
orbital gap = 3.478 eV
HOMO = -8.60 eV

Last column: Mulliken charge in e.
Cartesian coordinates (Å):
1 C -0.74365 -0.11602 -0.60767  -0.14
2 N -0.85175 1.31352 -0.75286  -0.08
3 C 0.24217 1.89200 -1.46918  -0.12
4 C 1.58631 1.20586 -1.07221  -1.25
5 O -1.72152 -0.58825 0.19761  -0.45
6 H -0.79897 -0.49719 -1.70018  0.32
7 H 0.29813 -0.34280 -0.14965  0.26
8 H 0.12859 1.72696 -2.61639  0.28
9 H 0.35333 3.02864 -1.21802  0.31
10 H 1.71951 0.10043 -1.37301  0.35
11 H 2.40462 1.72419 -1.61273  0.35
12 H 1.62080 1.38700 0.02031  0.41
13 H 2.09942 -2.40931 1.50515  0.28
14 H 0.75800 -2.74007 0.75977  0.43
15 O 1.50982 -2.14346 0.71482  -0.66
16 H -0.83080 1.67375 0.22036  0.35
17 H 0.01163 2.49840 2.12040  0.21
18 O 0.26944 2.11803 1.27106  -0.65
19 H -0.98769 -3.03757 1.95083  0.24
20 H -1.39719 -1.52781 0.49625  0.51
21 O -0.79849 -2.97010 1.03668  -0.96


Each structure's energy above the most stable one, in eV: version P 0.000; version Q 0.530; version R 8.401.